Below is 2 unconnected molecules or ions with the total composition C2H4N2S2 in a non-equilibrium geometry, with properties calculated with ωB97M-V/def2-TZVPD.

- HOMO: -0.315 Ha
- Kohn-Sham gap: 7.6059 eV
- E_LUMO: -0.96 eV
- 2S+1: 1

Cartesian coordinates (Å):
C (0.6827, 0.2183, -1.0327)
C (0.6853, -1.3781, 1.3159)
H (-1.8468, 0.4339, -0.0482)
H (-1.7669, 2.2687, -1.1295)
H (1.9530, 0.1035, -1.1266)
H (1.9284, -0.6349, 1.8988)
N (-1.2942, 1.4112, -0.5963)
N (-0.0035, 1.3448, -0.9823)
S (0.1033, -1.3128, -0.4829)
S (-0.4414, -2.4546, 2.1838)

Force components x, y, z for each atom (eV/Å):
2.9415 1.4553 0.7456
-1.2947 -1.1795 1.4939
2.0347 3.8559 -2.7167
0.9180 -3.0200 2.0814
-3.9161 1.4681 -0.2641
-3.8676 -2.2491 -1.9816
-1.4869 -0.9418 0.2775
0.6542 -1.8957 -0.5106
0.3928 -0.4354 2.5129
3.6242 2.9423 -1.6383

Atomic partial charges in e from the natural (NBO) method, atoms 1 to 6:
1. C -0.2722
2. C -0.4654
3. H 0.3979
4. H 0.4203
5. H 0.2183
6. H 0.2799